The following is a DFT calculation (ωB97M-V/def2-TZVPD) of the molecule C11H24B2FN2O4P in a non-equilibrium geometry.

Its SMILES is CCCC[C@@]1(F)C(=O)N[C@](B(O)CC)(B(O)OC)[C@H]1[PH2]=N. The charge is 0. The calculation puts the HOMO-LUMO gap at 8.08 eV.

Last column: Löwdin charge in e.
Positions of all 45 atoms, in Å:
P -1.493 2.434 -0.526  0.770
H -4.253 -3.778 0.411  0.080
H -0.812 3.702 -0.266  0.020
H 3.542 3.883 2.889  0.115
H -2.111 -3.966 -1.424  0.113
O -0.247 -2.138 2.469  0.006
C 2.891 0.114 -1.907  -0.153
H -2.865 -3.853 1.745  0.078
C -1.437 -0.134 1.197  -0.228
C -0.179 -1.064 1.679  -0.157
B 1.321 0.366 -1.365  -0.306
O 2.655 2.347 1.685  -0.045
C -3.129 -4.034 0.616  -0.155
C -2.717 -0.776 0.419  -0.111
H 1.326 -1.241 0.396  0.119
H -1.361 2.184 -1.937  0.015
H -3.374 -1.331 1.247  0.139
H -3.320 -1.749 -1.552  0.130
C 0.957 0.703 0.200  -0.235
O 1.767 3.108 -0.624  0.005
H 1.713 4.182 2.545  0.121
B 1.833 2.092 0.486  -0.415
H -1.470 -1.395 -1.441  0.096
H 2.720 3.125 -0.984  0.135
H 2.875 -2.093 -1.226  0.087
H 3.068 4.483 1.168  0.107
H -3.455 0.032 -0.033  0.114
C -0.608 1.139 0.593  -0.232
N 1.138 -0.484 1.120  0.103
O 0.288 0.241 -2.453  0.003
H -0.979 -3.502 0.014  0.100
H 3.587 1.039 -1.731  0.108
H 2.873 -0.140 -3.071  0.117
H 0.707 -0.375 -3.122  0.104
H -3.030 -5.211 0.446  0.083
N -3.056 2.659 -0.178  -0.349
C -2.379 -1.787 -0.820  -0.194
C 2.710 3.772 2.040  -0.103
F -2.084 0.472 2.409  -0.078
H 4.649 -1.423 -1.734  0.095
H 3.869 -0.994 -0.052  0.089
C 3.620 -1.176 -1.185  -0.140
H -0.413 1.791 1.571  0.153
C -2.058 -3.337 -0.410  -0.261
H -3.306 2.019 0.623  -0.044

Atoms 1-2, force components in eV/Å:
-2.259 0.398 1.113
2.207 -0.219 0.306

***

The following is a DFT calculation (ωB97M-V/def2-TZVPD) of a cluster of 3 separate species, C11H24BrF3N2O5PS in total in a non-equilibrium geometry.

As for the energy above the lowest of the compared OMol25 structures with the same formula, charge and spin: 56.4 kcal/mol. The charge is +1. The calculation puts the HOMO-LUMO gap at 9.27 eV.

Last column: Löwdin charge in e.
Positions of all 48 atoms, in Å:
H 3.289 -1.634 -3.060  0.093
H -3.267 -2.013 -1.951  0.071
F 1.569 -1.435 2.504  0.093
H 2.145 0.385 -2.360  0.069
H -3.777 -2.134 -0.154  0.098
H -0.099 1.190 4.207  0.133
S 0.593 1.092 -0.278  0.878
H -6.712 1.976 -3.944  0.107
C -2.435 -0.347 -0.607  -0.418
Br 4.451 1.326 -1.558  0.686
H 4.296 0.349 3.260  0.100
H 0.211 2.314 1.780  0.129
F -0.427 -1.972 3.277  0.083
F -0.238 -1.827 1.073  0.087
C 3.462 -1.401 -1.962  -0.143
P -0.824 0.012 -1.578  0.815
H -1.306 0.217 2.907  0.181
O -5.169 -0.570 -3.559  0.058
H 2.931 1.502 3.392  0.064
O 5.937 2.076 4.277  0.080
H -5.308 1.411 -4.903  0.098
C -0.035 -1.636 -2.148  -0.293
C -0.229 1.344 1.350  -0.326
C 2.901 0.067 -1.567  -0.748
O 4.460 3.346 3.329  0.060
H 3.717 0.883 4.876  0.108
H 2.848 0.415 0.666  0.091
C -0.241 0.266 2.479  -0.265
H 1.916 -1.059 0.062  0.062
C 0.197 -1.220 2.246  -0.392
O 0.550 0.765 3.602  -0.035
C 2.143 0.028 -0.131  -0.395
C 3.865 1.168 3.836  0.032
N 4.836 2.292 3.812  -0.450
H -3.298 0.323 -0.955  0.077
H -2.308 -0.280 0.515  0.053
H 0.599 -2.134 -1.359  0.032
O -5.966 0.569 -1.897  0.053
H -0.824 -2.332 -2.575  0.065
C -5.669 1.663 -3.909  0.047
H 4.574 -1.437 -1.705  0.073
H 2.968 -2.231 -1.363  0.074
H -2.108 -2.630 -0.647  0.067
H -5.043 2.428 -3.452  0.100
N -5.595 0.452 -3.051  -0.450
C -2.932 -1.867 -0.881  -0.157
H -1.315 1.632 1.109  0.110
H 0.666 -1.336 -3.002  0.046

Atoms 1-2, force components in eV/Å:
0.391 0.495 1.383
0.247 0.229 1.297

***

The following is a DFT calculation (ωB97M-V/def2-TZVPD) of a cluster of 4 separate species, C11H24Cl6F2Si in total.

Its SMILES is C[C@H](F)C[SiH2][C@H](C)F.ClCCCl.ClCCCl.ClCCCl. The charge is 0. The calculation puts the HOMO-LUMO gap at 10.97 eV.

Last column: Löwdin charge in e.
Positions of all 44 atoms, in Å:
Cl -3.160 -0.609 2.997  0.553
Si 1.212 0.541 1.426  0.702
H -4.763 -0.150 1.336  0.069
H 4.790 0.817 1.345  0.074
H 1.907 2.638 -4.222  0.031
Cl -2.230 -4.222 2.094  0.555
H 4.538 -0.155 2.778  0.081
H 1.436 3.401 -7.146  0.066
H 0.756 -0.710 2.072  -0.013
H 3.802 -0.655 1.257  0.059
H 2.932 2.118 -5.560  0.076
C 1.361 2.652 -1.070  -0.048
H 0.630 2.061 -6.312  0.073
Cl -5.479 -5.106 2.476  0.535
C -4.033 -0.943 1.477  -0.647
Cl 3.205 4.403 -5.089  0.530
H -3.701 -6.281 3.477  0.067
C 4.057 0.207 1.870  -0.087
C -4.170 -5.320 3.670  -0.657
F 2.622 0.898 3.661  -0.112
F 1.991 0.956 -2.578  -0.059
Cl -0.149 4.147 -5.574  0.530
H 0.220 1.612 1.630  -0.025
H -2.294 -1.748 0.506  0.033
C 1.471 0.190 -0.406  -0.278
C -3.172 -4.195 3.609  -0.663
H 1.582 3.096 -0.101  0.073
H 2.082 -0.702 -0.547  0.079
H -3.637 -1.355 -0.582  0.078
C 2.254 2.896 -5.216  -0.667
C 1.105 3.031 -6.180  -0.661
H 3.043 2.101 2.121  0.098
C 2.063 1.323 -1.215  -0.440
H 3.132 1.428 -1.017  0.136
H 0.286 2.534 -1.196  0.085
Cl -2.337 0.535 -0.066  0.555
H -3.660 -3.227 3.677  0.018
C 2.844 1.039 2.275  -0.485
C -3.092 -1.040 0.305  -0.653
H -4.635 -5.340 4.654  0.074
H 1.722 3.336 -1.839  0.078
H 0.484 -0.028 -0.824  0.054
H -2.459 -4.284 4.427  0.078
H -4.554 -1.892 1.602  0.057

Atoms 1-2, force components in eV/Å:
-0.016 0.046 0.021
0.063 -0.155 0.087

***

The following is a DFT calculation (ωB97M-V/def2-TZVPD) of a cluster of 2 separate species, C11H24ClN3O5PS in total in a non-equilibrium geometry.

The charge is +1. The calculation puts the HOMO-LUMO gap at 7.43 eV.

Last column: Löwdin charge in e.
Positions of all 46 atoms, in Å:
H -5.214 -1.417 -1.405  0.079
C 0.358 -1.211 -0.197  -0.298
H -4.011 1.464 -0.658  0.125
H 2.907 -2.199 -0.083  0.127
N 2.625 2.722 -2.122  0.054
P 1.253 -0.712 1.376  0.682
C 0.796 -0.402 -1.509  -0.456
C -6.043 0.257 0.789  -0.064
O -3.421 -0.521 -0.896  -0.224
N -4.171 -0.887 1.851  0.042
H 5.240 1.180 0.528  0.079
H -0.770 -1.154 0.006  0.105
C 1.539 2.401 -1.250  -0.548
H 0.059 -1.740 2.846  0.086
H 0.614 -2.322 -0.377  0.124
H 5.634 -0.400 1.405  0.090
H -4.009 -1.312 -2.684  0.090
H 0.490 -0.951 -2.469  0.108
O 2.894 -0.413 1.204  -0.261
H -6.656 0.323 1.691  0.083
H -4.447 1.183 1.840  0.138
C -4.563 0.342 1.148  -0.426
C 3.586 -1.456 0.450  -0.171
S 0.052 1.325 -1.593  0.904
H 6.691 0.151 -0.061  0.100
H 4.289 -2.079 1.119  0.153
H 6.050 -2.003 -0.931  0.116
O 1.614 2.952 0.042  -0.096
C 4.582 -0.674 -0.573  -0.357
H 3.192 4.194 0.911  0.149
C 2.842 3.659 -0.021  -0.070
C -4.450 -0.772 -1.842  -0.093
Cl 0.301 0.980 2.226  0.439
C 5.644 0.124 0.378  -0.034
H 4.036 0.124 -1.184  0.136
C -3.650 0.616 -0.065  -0.210
N 3.415 3.498 -1.302  0.000
H 1.945 -0.362 -1.516  0.072
H -3.209 -0.789 2.170  0.051
H -6.334 1.079 0.130  0.084
O 5.316 -1.568 -1.424  -0.047
H -2.663 0.904 0.316  0.089
O 0.967 -1.970 2.507  -0.184
H -4.119 -1.632 1.155  0.071
H -6.303 -0.683 0.298  0.068
H -4.898 0.150 -2.219  0.097

Atoms 1-2, force components in eV/Å:
-0.137 0.132 -0.097
-0.025 -0.530 -0.847

***

The following is a DFT calculation (ωB97M-V/def2-TZVPD) of a structure of composition C11H24ClO3P2Pm in a non-equilibrium geometry.

Its spin multiplicity is 5. The charge is +2. The calculation puts the HOMO-LUMO gap (spin up / spin down) at 6.14 / 6.34 eV.

Last column: Löwdin charge in e.
Positions of all 42 atoms, in Å:
C 2.701 1.456 1.556  -0.240
H 1.288 -0.223 3.849  0.069
O 1.053 -3.316 1.436  -0.059
H -0.424 6.488 -1.767  0.104
H 1.741 -1.907 3.344  0.061
C -1.677 -1.652 -2.630  -0.224
Pm 0.286 -0.365 -0.149  1.246
H -3.225 0.961 -2.542  0.077
P -2.065 -0.608 -1.161  0.628
H 0.242 -3.805 -1.570  0.077
H 3.185 -2.341 0.787  0.052
H 1.958 2.077 2.094  0.066
H 4.384 -1.057 1.283  0.076
C -2.399 1.067 -1.818  -0.241
Cl 0.547 3.755 -2.345  0.628
H 2.744 1.802 0.503  0.051
H -3.786 -0.599 0.496  0.070
C -0.052 5.982 -0.867  -0.058
H 0.159 -5.048 -0.296  0.101
H -1.499 -2.700 -2.327  0.029
H 3.504 -0.955 -0.309  0.056
H -3.341 -2.279 -0.001  0.065
O -1.577 -1.688 2.816  0.141
C 3.443 -1.266 0.753  -0.223
H 1.020 6.186 -0.750  0.101
H -2.547 -1.573 -3.297  0.076
H -0.583 6.373 0.004  0.099
H 3.691 1.478 2.036  0.073
H -1.494 1.498 -2.291  0.025
H -1.242 -3.981 -0.573  0.075
H -4.350 -1.236 -1.147  0.074
C -1.022 -1.200 1.907  -0.096
C -0.138 -4.016 -0.554  -0.091
C 2.060 -0.840 3.341  -0.227
C 0.411 -3.011 0.429  -0.461
H -0.757 -1.280 -3.126  0.061
C -0.295 4.506 -0.945  -0.794
P 2.150 -0.289 1.626  0.627
H 3.074 -0.687 3.757  0.074
O -0.949 3.807 -0.200  0.004
C -3.560 -1.255 -0.373  -0.232
H -2.656 1.741 -0.980  0.059

Atoms 1-2, force components in eV/Å:
-0.243 -0.206 0.063
0.665 -0.354 -0.087

***

The following is a DFT calculation (ωB97M-V/def2-TZVPD) of a structure of composition C11H24F6N5O9PS3.

The charge is 0. The calculation puts the HOMO-LUMO gap at 7.46 eV.

Last column: Löwdin charge in e.
Positions of all 59 atoms, in Å:
H 1.744 1.001 -2.022  0.071
O 5.419 3.851 -3.967  -0.285
H -5.597 -3.709 0.018  0.128
H 0.109 1.441 1.369  0.043
F 8.124 2.873 -3.179  0.130
F 5.863 2.402 1.267  0.146
C -0.297 -0.720 -0.473  -0.113
N -0.274 1.703 -1.224  0.120
C 0.874 -1.993 2.243  -0.216
N 1.613 0.303 -1.300  0.103
O -6.521 -3.097 1.778  -0.044
H 1.134 -2.307 1.238  0.046
P -0.542 -0.860 2.383  1.029
C -2.454 -0.070 0.697  -0.238
H -3.635 -3.196 2.238  0.113
H -5.287 -4.651 1.498  0.132
H -1.184 -2.822 -0.516  0.127
H -1.359 -3.111 1.179  0.105
S 5.981 4.355 -2.747  0.584
H -3.157 -3.910 -0.161  0.135
S -3.495 0.339 -0.745  0.705
O -1.612 -1.736 3.232  -0.276
C 4.994 1.886 0.409  -0.675
H 1.572 1.779 0.689  0.094
H 2.441 0.314 -0.719  0.067
H -0.835 2.287 -0.622  0.075
S 4.424 3.109 -0.849  0.566
O 3.498 2.340 -1.647  -0.315
H 0.742 -2.881 2.864  0.055
H 0.472 -1.474 -0.383  0.095
C -4.141 -2.801 1.356  -0.158
H -3.643 -2.345 -0.706  0.096
F 8.450 4.529 -1.825  0.133
C -7.140 -2.064 1.140  -0.347
O -4.749 -0.334 -0.596  -0.323
H -2.022 0.889 0.980  0.087
H -1.482 -2.692 3.239  0.059
H -3.134 -0.359 1.498  0.102
N -1.334 -1.044 0.596  -0.291
H -2.828 -0.260 -1.762  0.081
F 5.536 0.804 -0.152  0.131
N 0.853 1.065 0.793  0.087
C 0.432 0.643 -0.527  -0.658
H -4.511 -1.796 1.555  0.096
O -7.220 -0.975 1.601  0.125
C -3.206 -2.858 0.150  -0.176
O -3.419 1.755 -0.899  -0.304
C -5.396 -3.647 1.094  -0.174
H -7.584 -2.339 0.167  0.155
H -0.822 1.409 -2.021  0.079
F 8.220 4.896 -3.947  0.130
H -0.770 -0.902 -1.441  0.122
C 7.804 4.143 -2.926  -0.690
O 3.862 4.182 -0.078  -0.285
O 5.785 5.739 -2.433  -0.279
H 1.724 -1.427 2.632  0.057
C -1.743 -2.502 0.361  -0.138
F 3.909 1.472 1.110  0.078
N 5.813 3.374 -1.507  -0.302

Atoms 1-2, force components in eV/Å:
0.224 0.105 0.156
0.024 -0.045 0.057